No. 1
C3H6O3 in the gas phase, computed with ωB97M-V/def2-TZVPD.

CARTESIAN COORDINATES (ANGSTROEM)
O: 0.5631 -1.8697 -0.2257
C: -0.5591 -1.6241 -0.6065
O: -1.2048 -0.4696 -0.6100
C: -0.7023 0.7912 -0.0970
C: 0.7683 0.9201 0.2713
O: 1.1325 0.1964 1.4116
H: -1.2207 -2.3911 -1.0341
H: -0.9515 1.5085 -0.8843
H: -1.3126 1.0110 0.7830
H: 1.4092 0.6955 -0.5934
H: 0.9060 1.9814 0.5123
H: 1.1821 -0.7277 1.1160

Cartesian forces, eV/Å:
O -0.5 0.2 -0.1
C 0.4 -0.2 0.1
O 0.1 -0.2 0.0
C 0.0 0.2 0.1
C -0.1 0.2 -0.3
O 0.1 -0.2 0.0
H 0.1 0.1 0.0
H 0.1 -0.1 0.1
H 0.1 -0.1 -0.1
H -0.1 0.0 0.1
H 0.0 -0.1 -0.1
H 0.0 0.1 0.1

**E_LUMO**: 0.8 eV
**Structure (SMILES)**: O=COCCO
**Highest occupied orbital energy**: -10.31 eV
**Gap between HOMO and LUMO**: 11.1 eV
**Energy relative to the best compared isomer or geometry (same formula, charge and spin)**: 98.5 kJ/mol
**Total charge**: 0

Here is what Löwdin gives for the atomic charges, in e: number 1, O, carries 0.057; number 2, C, carries -0.321; number 3, O, carries -0.010; number 4, C, carries -0.121; number 5, C, carries -0.266; number 6, O, carries -0.061; number 7, H, carries 0.149; number 8, H, carries 0.128; number 9, H, carries 0.132; number 10, H, carries 0.127; number 11, H, carries 0.126; number 12, H, carries 0.058

No. 2
A molecular structure, C45H68FeN2O2P2SSi in a non-equilibrium geometry, computed with ωB97M-V/def2-TZVPD.

CARTESIAN COORDINATES (ANGSTROEM)
Fe: 13.4265 12.0956 12.1722
C: 17.3419 14.6592 11.9169
Si: 16.2734 13.0533 12.3279
C: 16.9623 11.7061 11.2397
C: 18.3176 11.6068 11.4481
C: 19.1555 10.6666 10.8610
C: 18.5081 9.8240 9.9171
C: 17.1512 9.9426 9.6539
C: 16.3677 10.8827 10.3027
P: 14.6099 11.1491 10.0696
C: 13.8039 9.7087 9.3016
C: 13.8936 9.2415 7.8912
C: 12.9295 8.0873 7.6219
C: 13.1202 6.8848 8.4913
C: 12.9378 7.3291 9.8791
C: 13.8506 8.5230 10.2405
C: 14.6487 12.4156 8.7025
C: 13.1624 12.7942 8.2412
C: 13.1611 13.8948 7.1961
C: 14.4789 14.6059 7.2077
C: 15.6976 13.7362 6.8363
C: 15.6177 12.3301 7.6090
C: 16.6891 12.4896 14.1706
C: 18.0048 12.8349 14.6186
C: 18.5326 12.2116 15.7419
C: 17.7666 11.2814 16.4669
C: 16.5550 10.8626 16.0283
C: 15.9968 11.4842 14.8990
P: 14.2768 11.0914 14.2909
C: 13.1975 11.6811 15.7557
C: 11.6579 11.4599 15.5588
C: 10.9225 12.3969 16.4885
C: 11.4919 12.5794 17.8618
C: 12.4041 11.4166 18.2346
C: 13.5940 11.1935 17.2079
C: 14.2431 9.2864 13.9562
C: 13.8212 8.5250 15.2014
C: 13.2871 7.1276 14.9069
C: 13.9426 6.5834 13.6100
C: 15.3948 7.1366 13.4252
C: 15.4978 8.6231 13.3260
H: 18.2870 14.7881 12.4155
H: 16.8048 15.6143 12.2023
H: 17.5272 14.6098 10.8262
H: 18.7174 12.3383 12.1586
H: 20.2467 10.6882 10.9615
H: 18.9948 9.0584 9.3384
H: 16.6819 9.3325 8.9181
H: 12.7831 10.1638 9.3582
H: 14.9316 9.0292 7.6751
H: 13.5946 10.0849 7.2029
H: 12.9229 7.8823 6.5730
H: 11.9016 8.5699 7.8142
H: 14.1514 6.5181 8.3581
H: 12.3529 6.0689 8.2154
H: 13.0518 6.5982 10.6423
H: 11.8734 7.7124 10.0996
H: 14.9290 8.1728 10.3248
H: 13.6371 8.8242 11.2835
H: 14.9691 13.2427 9.3815
H: 12.6045 13.0604 9.1031
H: 12.5489 11.9820 7.7696
H: 12.3923 14.6832 7.3600
H: 12.8359 13.3755 6.2522
H: 14.5815 15.0530 8.2475
H: 14.3953 15.4453 6.5424
H: 16.5611 14.3113 7.2601
H: 15.7837 13.5969 5.7593
H: 16.6143 12.1225 8.0117
H: 15.4443 11.5560 6.7768
H: 18.4822 13.6036 14.0281
H: 19.5719 12.4254 15.9944
H: 18.1488 10.9490 17.4418
H: 16.0015 10.0842 16.5388
H: 13.3844 12.7297 15.7305
H: 11.4257 10.3872 15.7746
H: 11.3904 11.7459 14.5223
H: 9.8460 12.1708 16.5393
H: 11.0157 13.3733 16.0070
H: 10.6623 12.7337 18.5710
H: 12.1517 13.4483 17.9739
H: 11.7609 10.5486 18.2435
H: 12.7147 11.5815 19.2737
H: 13.7224 10.0579 17.1370
H: 14.5048 11.6831 17.4955
H: 13.3683 9.2701 13.2121
H: 12.9941 9.0124 15.6958
H: 14.6284 8.3779 15.9470
H: 12.2057 7.0603 14.8381
H: 13.7176 6.4424 15.6799
H: 13.3574 6.8858 12.7722
H: 14.0194 5.5289 13.6764
H: 15.7871 6.6640 12.5543
H: 15.9307 6.6003 14.2195
H: 15.5312 8.9479 12.2614
H: 16.4273 9.0797 13.6676
O: 11.5563 14.6988 10.4182
H: 13.5608 14.4963 10.6574
H: 11.4201 15.6946 10.5184
C: 14.4046 14.7185 13.3776
C: 14.5031 13.7985 12.2509
O: 14.4483 14.5623 11.0475
H: 15.2045 15.4424 13.2878
H: 14.4386 14.2236 14.3454
H: 13.4170 15.2796 13.1524
C: 9.7351 15.4545 13.2687
C: 9.4034 13.9778 13.0673
C: 8.1746 13.4161 13.4954
C: 8.0646 12.0553 13.1632
N: 9.0266 11.3005 12.6820
C: 10.1423 11.9365 12.2527
S: 11.4872 11.0555 11.5001
N: 10.2988 13.2715 12.4238
C: 6.9057 11.2527 13.6256
H: 9.3292 15.9470 14.1230
H: 9.5487 15.9742 12.3715
H: 10.8074 15.4438 13.2156
H: 7.3892 14.0286 13.9812
H: 11.0761 14.4438 11.4068
H: 6.5215 10.5055 12.8822
H: 6.0530 11.7774 13.9657
H: 7.1625 10.7424 14.5875

Cartesian forces, eV/Å:
Fe 0.4 0.0 -0.1
C -1.0 0.0 0.1
Si -0.3 2.1 1.3
C -0.3 0.1 0.0
C 1.7 0.3 0.9
C -1.0 -0.3 -1.5
C 0.2 0.2 0.5
C 0.2 0.4 0.3
C -0.1 -0.3 0.3
P -0.2 0.1 -1.2
C -1.8 0.2 1.2
C 0.3 1.2 -1.5
C -1.5 1.8 0.0
C -0.9 -1.4 -1.1
C -1.6 2.3 1.9
C 1.2 -0.9 1.2
C -2.4 0.5 1.6
C 0.4 -1.3 -0.3
C -1.1 -0.1 -0.6
C 0.4 0.4 0.3
C 0.0 0.2 2.1
C 1.5 0.0 -3.1
C 0.8 -0.6 -0.2
C -1.7 -0.7 0.0
C 0.1 0.4 -0.4
C 1.8 0.5 0.9
C -1.2 0.3 -0.7
C -0.6 0.5 -1.1
P 0.8 0.8 0.2
C -0.4 -1.9 0.6
C 1.1 -0.5 -0.4
C -0.7 1.2 -0.9
C 0.9 0.1 1.0
C 0.0 0.1 -0.1
C -1.7 -1.5 -0.6
C -1.1 -0.2 0.2
C -0.6 -0.8 0.6
C 2.0 -1.4 -0.5
C 0.6 1.7 0.5
C -0.9 -2.0 0.8
C -0.4 2.0 -1.0
H 0.6 -0.3 0.1
H 0.3 -1.2 -0.7
H -0.1 0.3 0.5
H 0.4 -0.4 -0.3
H -0.6 -0.2 0.2
H 0.6 -0.1 0.1
H -0.1 -0.5 -0.5
H 0.2 -0.5 0.2
H 0.3 -0.5 -0.5
H 0.5 -0.8 0.6
H 0.2 -0.4 -0.7
H 1.1 -0.9 -0.1
H -0.3 -0.3 -0.1
H 1.3 1.0 0.3
H 0.4 -1.0 0.4
H 1.2 -0.5 -0.8
H -1.0 0.1 -0.4
H -0.2 0.0 -0.5
H -0.2 -0.1 -0.7
H -0.5 0.4 1.0
H 1.0 0.0 0.7
H 0.2 -0.8 0.2
H 0.9 0.9 0.3
H 0.1 -0.5 -1.1
H 0.3 0.6 -0.4
H -0.3 -0.6 -0.8
H 0.1 0.0 0.1
H -0.1 -0.1 -0.2
H -0.1 0.7 1.5
H 0.6 -0.1 0.3
H -0.4 0.0 0.4
H 0.0 -0.2 -0.6
H 0.1 0.1 0.1
H 0.1 1.1 -0.3
H 0.0 0.8 -0.4
H 0.0 -0.6 0.5
H 0.3 -0.1 -0.1
H -0.4 0.2 -0.2
H 0.5 -0.2 0.0
H -0.4 0.3 -0.4
H 0.1 -0.7 0.0
H 0.4 -0.3 -0.3
H 0.3 1.8 0.4
H 0.4 0.1 0.4
H 1.1 -0.4 0.9
H 0.1 0.5 0.2
H -0.1 0.6 -0.5
H -0.1 0.0 0.2
H -1.0 0.5 -0.1
H -0.6 0.0 -0.8
H -0.2 -1.1 -0.3
H 0.4 -0.2 -1.0
H 0.4 0.9 0.3
H -0.2 -0.4 0.5
H 0.0 -0.3 0.7
O -2.0 1.9 3.9
H -0.1 0.1 0.3
H 0.6 -1.7 -0.8
C -1.9 1.6 0.2
C 0.5 -2.2 -1.1
O 0.1 0.5 -1.0
H 0.1 0.6 0.5
H -0.2 0.2 0.2
H 1.3 -0.6 1.1
C 0.9 -1.9 -0.5
C -2.4 0.8 1.2
C 1.1 0.2 -0.9
C -1.0 0.4 1.8
N 1.9 0.3 -1.6
C -0.3 0.2 0.4
S -1.4 -0.1 0.3
N 0.9 -0.5 -0.3
C -0.8 -1.7 0.5
H -0.3 0.1 0.5
H -1.1 0.8 -1.1
H 0.8 0.4 0.9
H 0.6 -0.7 -0.4
H 1.8 -0.5 -3.5
H 0.8 0.5 0.7
H -0.9 1.3 -0.1
H 0.3 -0.1 -1.0

**E_LUMO (spin up / spin down)**: 0.6 / 0.6 eV
**Highest occupied orbital energy (spin up / spin down)**: -6.63 / -7.49 eV
**Gap between HOMO and LUMO (spin up / spin down)**: 7.2 / 8.1 eV
**Energy relative to the best compared isomer or geometry (same formula, charge and spin)**: 291.7 kJ/mol
**⟨S²⟩**: 6.024
**2S+1**: 5
**Total charge**: 0

These are the Löwdin partial charges, in e, on atoms 1 to 99: number 1, Fe, carries 0.285; number 2, C, carries -0.139; number 3, Si, carries 0.697; number 4, C, carries -0.268; number 5, C, carries -0.114; number 6, C, carries -0.034; number 7, C, carries -0.059; number 8, C, carries -0.089; number 9, C, carries -0.377; number 10, P, carries 1.073; number 11, C, carries -0.494; number 12, C, carries -0.212; number 13, C, carries -0.207; number 14, C, carries -0.226; number 15, C, carries -0.218; number 16, C, carries -0.226; number 17, C, carries -0.414; number 18, C, carries -0.181; number 19, C, carries -0.217; number 20, C, carries -0.231; number 21, C, carries -0.147; number 22, C, carries -0.194; number 23, C, carries -0.201; number 24, C, carries -0.095; number 25, C, carries -0.069; number 26, C, carries -0.089; number 27, C, carries -0.114; number 28, C, carries -0.325; number 29, P, carries 1.090; number 30, C, carries -0.372; number 31, C, carries -0.192; number 32, C, carries -0.224; number 33, C, carries -0.224; number 34, C, carries -0.183; number 35, C, carries -0.158; number 36, C, carries -0.430; number 37, C, carries -0.235; number 38, C, carries -0.170; number 39, C, carries -0.178; number 40, C, carries -0.179; number 41, C, carries -0.183; number 42, H, carries 0.001; number 43, H, carries 0.045; number 44, H, carries 0.040; number 45, H, carries 0.085; number 46, H, carries 0.109; number 47, H, carries 0.097; number 48, H, carries 0.088; number 49, H, carries 0.058; number 50, H, carries 0.100; number 51, H, carries 0.117; number 52, H, carries 0.098; number 53, H, carries 0.148; number 54, H, carries 0.124; number 55, H, carries 0.143; number 56, H, carries 0.080; number 57, H, carries 0.148; number 58, H, carries 0.125; number 59, H, carries 0.062; number 60, H, carries 0.088; number 61, H, carries 0.046; number 62, H, carries 0.112; number 63, H, carries 0.116; number 64, H, carries 0.123; number 65, H, carries 0.130; number 66, H, carries 0.096; number 67, H, carries 0.113; number 68, H, carries 0.099; number 69, H, carries 0.096; number 70, H, carries 0.129; number 71, H, carries 0.071; number 72, H, carries 0.104; number 73, H, carries 0.112; number 74, H, carries 0.093; number 75, H, carries 0.080; number 76, H, carries 0.123; number 77, H, carries 0.074; number 78, H, carries 0.117; number 79, H, carries 0.108; number 80, H, carries 0.115; number 81, H, carries 0.113; number 82, H, carries 0.099; number 83, H, carries 0.107; number 84, H, carries 0.096; number 85, H, carries 0.087; number 86, H, carries 0.091; number 87, H, carries 0.069; number 88, H, carries 0.120; number 89, H, carries 0.109; number 90, H, carries 0.119; number 91, H, carries 0.073; number 92, H, carries 0.094; number 93, H, carries 0.095; number 94, H, carries 0.116; number 95, H, carries 0.083; number 96, H, carries 0.110; number 97, O, carries -0.180; number 98, H, carries 0.032; number 99, H, carries 0.064

No. 3
A molecular structure, C4H6N6O in a non-equilibrium geometry, computed with ωB97M-V/def2-TZVPD.

CARTESIAN COORDINATES (ANGSTROEM)
C: -1.2462 -0.9199 0.1133
C: 0.3048 0.0594 1.2176
C: 0.8446 0.5891 -0.1135
C: 0.1422 0.3543 -1.2190
H: -2.7046 -2.3555 -0.6851
H: -2.5361 -2.2533 0.9684
H: 1.4811 1.0931 2.8471
H: 0.6440 -0.4914 3.0020
H: -0.2610 1.1018 -3.2023
H: 0.9948 1.8302 -2.3802
N: -2.1512 -2.1081 0.1234
N: -0.5925 -0.9699 1.2835
N: 0.7910 0.3870 2.3458
N: 2.0426 1.3059 0.0637
N: 0.6650 0.6152 -2.4162
N: -1.0744 -0.2517 -1.0710
O: 2.6561 2.0139 -0.8777

Cartesian forces, eV/Å:
C -2.0 -4.7 -1.3
C 0.5 -0.6 -4.0
C 2.8 1.5 4.8
C -4.0 -1.5 0.1
H 0.1 0.5 0.1
H -1.5 -0.7 3.4
H -1.8 -1.8 -2.9
H 0.0 2.8 -1.3
H 2.9 -3.1 2.9
H 0.2 -4.8 0.5
N 2.9 3.5 -4.0
N 0.8 3.1 -2.1
N 3.0 -0.6 7.7
N 1.4 2.1 -2.2
N -2.4 8.5 -5.5
N 0.5 -1.0 0.9
O -3.3 -3.3 3.0

**E_LUMO**: -0.6 eV
**Highest occupied orbital energy**: -8.75 eV
**Gap between HOMO and LUMO**: 8.2 eV
**Energy relative to the best compared isomer or geometry (same formula, charge and spin)**: 622.9 kJ/mol
**Total charge**: 0

Here is what Löwdin gives for the atomic charges, in e: number 1, C, carries -0.359; number 2, C, carries -0.347; number 3, C, carries -0.174; number 4, C, carries -0.499; number 5, H, carries 0.080; number 6, H, carries 0.013; number 7, H, carries 0.191; number 8, H, carries 0.174; number 9, H, carries 0.228; number 10, H, carries 0.199; number 11, N, carries 0.127; number 12, N, carries 0.136; number 13, N, carries 0.135; number 14, N, carries 0.005; number 15, N, carries 0.080; number 16, N, carries 0.138; number 17, O, carries -0.127